Model P:
Formula: C3H6NO2
Source: OMol25
Level of theory: ωB97M-V/def2-TZVPD

Cartesian coordinates (Å):
C1 1.941 -1.318 -0.030
C2 1.273 -0.231 -0.481
N1 0.514 0.649 0.189
H1 2.243 -1.491 0.997
H2 2.453 -1.948 -0.739
H3 1.271 -0.156 -1.566
H4 0.428 0.634 1.187
H5 -0.168 1.173 -0.345
O1 -2.975 1.682 0.759
C3 -2.503 0.682 0.183
O2 -1.938 0.596 -0.933
H6 -2.540 -0.272 0.780

Summary:
HOMO level: -4.2 eV
spin multiplicity: 1
M: 88.09 g/mol
gap between HOMO and LUMO: 8.382 eV
net charge: -1

=====

Model Q:
Formula: C3H6NO2
Source: OMol25
Level of theory: ωB97M-V/def2-TZVPD

Cartesian coordinates (Å):
C1 1.114 -1.076 0.010
C2 0.623 0.236 -0.649
N1 -0.859 0.182 -0.503
C3 -1.642 1.067 0.440
O1 -1.150 2.118 0.781
O2 -2.660 0.582 0.969
H1 0.926 -1.922 -0.760
H2 2.231 -0.942 0.497
H3 0.510 -1.150 0.898
H4 0.970 1.055 0.048
H5 1.115 0.595 -1.583
H6 -1.178 -0.744 -0.150

Summary:
HOMO level: -3.7 eV
spin multiplicity: 1
M: 88.09 g/mol
gap between HOMO and LUMO: 7.746 eV
net charge: -1

=====

Most stable to least stable, the ends of the list are model P and model Q.

=====

Model P:
Formula: C3H6NO2
Source: OMol25
Level of theory: ωB97M-V/def2-TZVPD

Cartesian coordinates (Å):
O1 0.821 -0.626 -2.493
C1 0.329 -0.402 -1.355
N1 -0.260 0.706 -0.950
C2 -0.710 0.725 1.988
O2 -0.532 1.346 3.010
C3 0.371 -1.579 -0.374
H1 -0.265 1.329 -1.755
H2 -1.548 0.849 1.286
H3 0.004 -0.042 1.687
H4 -0.577 -1.723 0.143
H5 1.194 -1.453 0.330
H6 0.556 -2.462 -0.972

Summary:
HOMO level: -3.5 eV
spin multiplicity: 1
M: 88.09 g/mol
gap between HOMO and LUMO: 7.410 eV
net charge: -1

=====

Model Q:
Formula: C3H6NO2
Source: OMol25
Level of theory: ωB97M-V/def2-TZVPD

Cartesian coordinates (Å):
O1 1.476 -0.744 -0.259
C1 2.214 -0.143 0.608
O2 1.890 0.769 1.388
H1 3.201 -0.621 0.769
C2 -1.332 -0.785 -0.769
C3 -0.940 1.262 0.276
N1 -1.794 0.535 -0.372
H2 -2.114 -1.336 -1.290
H3 -1.016 -1.355 0.154
H4 -0.501 -0.683 -1.394
H5 -1.149 2.288 0.570
H6 0.064 0.813 0.319

Summary:
HOMO level: -4.0 eV
spin multiplicity: 1
M: 88.09 g/mol
gap between HOMO and LUMO: 8.458 eV
net charge: -1

=====

Most stable to least stable, the ends of the list are model P and model Q.

=====

Model P:
Formula: C3H9O
Source: OMol25
Level of theory: ωB97M-V/def2-TZVPD

Cartesian coordinates (Å):
O1 -0.106 -3.433 -0.561
H1 0.138 -2.669 0.062
C1 0.806 0.875 -0.957
C2 -0.173 0.001 -0.155
C3 -0.702 0.602 1.227
H2 1.806 0.598 -0.842
H3 0.797 0.891 -2.026
H4 1.015 1.878 -0.557
H5 -1.100 -0.236 -0.702
H6 0.170 -1.019 -0.137
H7 -1.648 0.102 1.603
H8 -1.051 1.640 1.043
H9 0.050 0.769 2.003

Summary:
HOMO level: -2.1 eV
spin multiplicity: 1
M: 61.10 g/mol
gap between HOMO and LUMO: 5.877 eV
net charge: -1

=====

Model Q:
Formula: C3H9O
Source: OMol25
Level of theory: ωB97M-V/def2-TZVPD

Cartesian coordinates (Å):
O1 2.322 1.812 -0.930
H1 2.561 1.238 -1.669
C1 -1.330 0.475 -0.203
C2 0.155 0.065 0.041
C3 0.142 -1.282 0.724
H2 -1.810 -0.261 -0.931
H3 -1.419 1.563 -0.514
H4 -1.956 0.365 0.692
H5 0.370 0.772 0.834
H6 0.598 0.124 -0.988
H7 0.710 -2.056 0.256
H8 0.574 -1.193 1.776
H9 -0.916 -1.622 0.910

Summary:
HOMO level: -2.0 eV
spin multiplicity: 1
M: 61.10 g/mol
gap between HOMO and LUMO: 6.024 eV
net charge: -1

=====

Model R:
Formula: C3H9O
Source: OMol25
Level of theory: ωB97M-V/def2-TZVPD

Cartesian coordinates (Å):
C1 2.347 0.826 0.904
H1 1.639 0.972 0.073
H2 3.349 1.154 0.648
H3 1.903 1.331 1.758
H4 2.362 -0.246 1.084
C2 -0.722 -0.326 -0.405
O1 -0.289 0.819 -0.919
C3 -2.196 -0.665 -0.743
H5 -0.138 -1.230 -0.725
H6 -0.625 -0.396 0.720
H7 -2.547 -1.494 -0.122
H8 -2.794 0.206 -0.485
H9 -2.287 -0.950 -1.791

Summary:
HOMO level: -2.2 eV
spin multiplicity: 1
M: 61.10 g/mol
gap between HOMO and LUMO: 6.701 eV
net charge: -1

=====

Most stable to least stable, the ends of the list are model R and model P.

=====

Model P:
Formula: C6H18N2O
Source: OMol25
Level of theory: ωB97M-V/def2-TZVPD

Cartesian coordinates (Å):
C1 2.414 0.514 -2.320
C2 1.731 0.425 -0.964
C3 1.151 -0.951 -0.636
C4 -0.009 -0.896 0.353
C5 -0.299 -2.299 0.890
N1 -1.152 -0.318 -0.354
C6 -2.350 -0.035 0.409
N2 -2.920 1.300 0.233
H1 3.069 1.375 -2.415
H2 3.047 -0.361 -2.528
H3 1.707 0.592 -3.144
H4 2.431 0.697 -0.168
H5 0.914 1.145 -0.925
H6 1.939 -1.592 -0.242
H7 0.788 -1.501 -1.511
H8 0.173 -0.214 1.175
H9 0.576 -2.692 1.410
H10 -1.115 -2.260 1.607
H11 -0.612 -2.960 0.086
H12 -1.374 -0.757 -1.236
H13 -2.144 -0.130 1.469
H14 -3.145 -0.743 0.182
H15 -2.219 1.991 0.472
H16 -3.174 1.442 -0.737
O1 1.080 1.851 2.082
H17 0.779 1.765 2.990
H18 1.143 2.795 1.912

Summary:
HOMO level: -8.4 eV
spin multiplicity: 1
M: 134.22 g/mol
gap between HOMO and LUMO: 8.977 eV
net charge: 0

=====

Model Q:
Formula: C6H18N2O
Source: OMol25
Level of theory: ωB97M-V/def2-TZVPD

Cartesian coordinates (Å):
C1 -1.348 -1.588 0.806
O1 -0.886 -0.951 -0.356
C2 -1.334 0.464 -0.576
C3 -2.857 0.568 -0.503
C4 -0.837 0.768 -1.987
N1 -0.731 1.375 0.339
H1 -2.410 -1.840 0.743
H2 -1.187 -0.979 1.701
H3 -0.779 -2.509 0.908
H4 -3.211 0.423 0.516
H5 -3.155 1.560 -0.829
H6 -3.317 -0.177 -1.149
H7 -1.346 0.138 -2.706
H8 -1.019 1.812 -2.211
H9 0.230 0.574 -2.048
H10 -1.088 1.249 1.280
H11 0.310 1.216 0.358
C5 2.227 -0.397 1.738
N2 1.837 -0.001 0.397
C6 2.968 0.081 -0.506
H12 2.906 0.354 2.146
H13 1.341 -0.447 2.369
H14 2.735 -1.372 1.771
H15 1.151 -0.671 0.033
H16 3.543 -0.855 -0.567
H17 2.615 0.335 -1.504
H18 3.641 0.870 -0.162

Summary:
HOMO level: -8.8 eV
spin multiplicity: 1
M: 134.22 g/mol
gap between HOMO and LUMO: 9.698 eV
net charge: 0

=====

Most stable to least stable, the ends of the list are model P and model Q.

=====

Model P:
Formula: C4H10NO
Source: OMol25
Level of theory: ωB97M-V/def2-TZVPD

Cartesian coordinates (Å):
C1 1.315 -1.600 -0.510
C2 0.267 0.777 0.588
C3 1.122 1.704 -0.084
C4 -1.693 -0.768 0.380
N1 -0.641 0.150 -0.107
O1 1.674 -1.022 0.487
H1 0.848 -1.090 -1.319
H2 1.343 -2.648 -0.768
H3 0.416 0.493 1.567
H4 2.145 1.480 0.326
H5 0.791 2.695 0.173
H6 1.004 1.317 -1.033
H7 -1.877 -0.675 1.473
H8 -2.670 -0.503 -0.056
H9 -1.467 -1.860 0.056
H10 -0.874 0.316 -1.168

Summary:
HOMO level: -15.1 eV
spin multiplicity: 1
M: 88.13 g/mol
gap between HOMO and LUMO: 10.668 eV
net charge: +1

=====

Model Q:
Formula: C4H10NO
Source: OMol25
Level of theory: ωB97M-V/def2-TZVPD

Cartesian coordinates (Å):
C1 0.047 -0.409 -1.416
N1 1.477 -0.746 -1.640
H1 -0.570 -1.184 -1.898
H2 -0.150 0.561 -1.912
H3 2.075 0.111 -1.332
H4 1.768 -1.482 -1.004
C2 0.527 0.806 2.172
C3 0.204 0.942 0.701
C4 -0.415 -0.248 0.024
O1 -1.889 -0.360 -0.035
H5 -0.365 0.922 2.841
H6 1.020 -0.162 2.433
H7 1.205 1.625 2.430
H8 -0.122 1.906 0.412
H9 -0.081 -1.187 0.540
H10 -2.186 0.450 0.364

Summary:
HOMO level: -14.0 eV
spin multiplicity: 1
M: 88.13 g/mol
gap between HOMO and LUMO: 5.421 eV
net charge: +1

=====

Model R:
Formula: C4H10NO
Source: OMol25
Level of theory: ωB97M-V/def2-TZVPD

Cartesian coordinates (Å):
C1 -0.157 -2.160 0.584
N1 1.054 -1.928 0.307
H1 -0.432 -3.046 1.140
H2 -0.925 -1.469 0.253
H3 1.292 -1.071 -0.195
H4 1.808 -2.535 0.617
C2 -0.292 0.397 -1.506
C3 -0.279 1.010 -0.331
O1 -1.270 0.739 0.572
C4 0.810 1.922 0.141
H5 0.478 0.598 -2.230
H6 -1.108 -0.249 -1.796
H7 -1.412 1.500 1.150
H8 1.532 2.108 -0.647
H9 0.406 2.886 0.465
H10 1.327 1.489 1.004

Summary:
HOMO level: -13.3 eV
spin multiplicity: 1
M: 88.13 g/mol
gap between HOMO and LUMO: 8.043 eV
net charge: +1

=====

Model S:
Formula: C4H10NO
Source: OMol25
Level of theory: ωB97M-V/def2-TZVPD

Cartesian coordinates (Å):
C1 -1.492 0.062 -0.615
C2 -0.434 -0.360 0.453
N1 -1.165 -0.002 1.803
C3 0.901 0.490 0.466
C4 1.681 0.269 -0.905
O1 1.089 -0.533 -1.674
H1 -2.397 -0.466 -0.259
H2 -1.617 1.171 -0.828
H3 -1.376 -0.487 -1.619
H4 -0.235 -1.457 0.295
H5 -1.965 -0.621 1.872
H6 -0.498 0.024 2.626
H7 -1.537 0.987 1.624
H8 0.648 1.588 0.316
H9 1.562 0.377 1.349
H10 2.924 0.395 -0.995

Summary:
HOMO level: -13.8 eV
spin multiplicity: 1
M: 88.13 g/mol
gap between HOMO and LUMO: 10.073 eV
net charge: +1

=====

Most stable to least stable, the ends of the list are model R and model Q.